Record 1
Below is an isolated molecule of C19H22N2O6S, with properties calculated with the ωB97M-V functional and the def2-TZVPD basis.

Structure (ORCA input):
```
! RIJCOSX wB97M-V def2-TZVPD def2/J DEFGRID3
* xyz 0 1
C -6.376 -0.489 -1.317
C -5.798 -0.068 0.021
H -6.331 0.797 0.432
H -5.856 -0.879 0.756
O -4.428 0.283 -0.170
C -3.747 0.625 0.932
O -4.240 0.638 2.035
C -2.335 0.958 0.642
C -1.858 1.088 -0.660
C -0.523 1.345 -0.896
C 0.361 1.469 0.174
C -0.124 1.384 1.480
C -1.457 1.130 1.711
H -1.844 1.045 2.715
H 0.559 1.501 2.309
N 1.729 1.657 -0.004
C 2.458 1.531 -1.146
O 2.005 1.441 -2.263
C 3.959 1.565 -0.872
N 4.281 0.983 0.417
S 4.413 -0.727 0.299
O 5.073 -1.076 -0.926
O 4.979 -1.176 1.536
C 2.702 -1.215 0.236
C 2.082 -1.474 -0.970
C 0.739 -1.808 -0.996
C 0.020 -1.893 0.196
C 0.673 -1.658 1.413
C 2.006 -1.315 1.430
H 2.533 -1.136 2.353
H 0.102 -1.748 2.323
O -1.292 -2.197 0.290
C -2.030 -2.422 -0.891
H -1.661 -3.298 -1.432
H -2.011 -1.546 -1.544
H -3.052 -2.603 -0.563
H 0.266 -1.997 -1.946
H 2.655 -1.413 -1.881
C 5.432 1.574 1.074
H 5.657 0.960 1.943
H 5.184 2.587 1.393
H 6.312 1.601 0.424
H 4.472 1.039 -1.686
H 4.277 2.612 -0.889
H 2.286 1.674 0.844
H -0.152 1.434 -1.903
H -2.544 0.990 -1.487
H -7.422 -0.752 -1.195
H -5.836 -1.347 -1.708
H -6.296 0.326 -2.031
*
```

Output
Kohn-Sham gap = 8.92 eV
HOMO energy = -0.31471 Ha
maximum force = 0.91 eV Å⁻¹
total energy = -1696.37803 Ha
SMILES = CCOC(=O)c1ccc(NC(=O)CN(C)S(=O)(=O)c2ccc(OC)cc2)cc1
molar mass = 406.5 g/mol
ΔE to the lowest compared entry with this formula, charge and spin = 8.6 kcal/mol

***

Record 2
Below is an isolated molecule of C19H22N2O7S2 in a non-equilibrium geometry, with properties calculated with the ωB97M-V functional and the def2-TZVPD basis.

Structure (ORCA input):
```
! RIJCOSX wB97M-V def2-TZVPD def2/J DEFGRID3
* xyz 0 1
O 0.081 -1.344 2.513
C 0.099 -0.811 1.434
C 1.268 -0.625 0.527
C 2.579 -1.018 0.699
C 3.482 -0.701 -0.307
C 3.096 -0.028 -1.448
C 1.770 0.359 -1.629
C 0.860 0.060 -0.634
C -0.575 0.332 -0.528
C -1.442 0.966 -1.397
C -2.778 1.086 -1.022
C -3.214 0.584 0.188
C -2.358 -0.053 1.075
C -1.036 -0.179 0.702
H -2.730 -0.426 2.015
S -4.928 0.782 0.670
O -4.990 1.452 1.929
O -5.647 1.374 -0.434
N -5.359 -0.805 0.947
H -6.239 -0.813 1.451
C -5.375 -1.696 -0.197
C -6.411 -1.361 -1.278
H -6.378 -2.137 -2.044
H -6.153 -0.405 -1.738
C -7.835 -1.266 -0.725
O -7.999 -0.234 0.218
H -7.591 0.573 -0.132
H -8.108 -2.190 -0.205
H -8.532 -1.124 -1.564
H -5.553 -2.704 0.187
H -4.371 -1.666 -0.632
H -3.498 1.573 -1.661
H -1.101 1.362 -2.341
H 1.471 0.879 -2.526
H 3.845 0.178 -2.197
S 5.203 -1.187 -0.098
O 5.257 -2.584 0.198
O 5.934 -0.696 -1.233
N 5.708 -0.412 1.271
H 5.627 -1.013 2.073
C 5.411 0.984 1.514
C 5.889 1.874 0.368
H 5.481 1.500 -0.571
H 5.507 2.884 0.533
C 7.417 1.946 0.253
O 8.043 0.709 0.072
H 7.523 0.185 -0.558
H 7.662 2.625 -0.580
H 7.841 2.367 1.171
H 4.328 1.135 1.661
H 5.926 1.272 2.434
H 2.896 -1.565 1.573
*
```

Output
Kohn-Sham gap = 8.10 eV
HOMO energy = -0.35083 Ha
maximum force = 1.06 eV Å⁻¹
total energy = -2169.76602 Ha
SMILES = O=C1c2cc(S(=O)(=O)NCCCO)ccc2-c2ccc(S(=O)(=O)NCCCO)cc21
molar mass = 454.5 g/mol
ΔE to the lowest compared entry with this formula, charge and spin = 43.9 kcal/mol

***

Record 3
Below is an isolated molecule of C19H22N4O2S in a non-equilibrium geometry, with properties calculated with the ωB97M-V functional and the def2-TZVPD basis.

Structure (ORCA input):
```
! RIJCOSX wB97M-V def2-TZVPD def2/J DEFGRID3
* xyz 0 1
C -2.033 -1.762 2.328
H -1.752 -1.877 3.371
H -1.302 -2.272 1.705
H -3.012 -2.206 2.181
C -2.054 -0.275 1.969
C -3.172 0.435 2.660
N -4.412 0.095 2.601
C -5.208 0.927 3.309
C -4.563 1.944 3.937
S -2.874 1.863 3.625
H -4.971 2.719 4.554
H -6.266 0.740 3.334
N -2.156 -0.074 0.524
C -1.162 0.597 -0.088
O -0.257 1.128 0.536
C -1.176 0.677 -1.613
H -0.389 1.386 -1.877
H -2.126 1.059 -1.985
C -0.855 -0.688 -2.254
C 0.121 -1.396 -1.391
N -0.149 -2.216 -0.430
N 1.024 -2.520 0.169
C 1.949 -1.873 -0.458
O 1.440 -1.144 -1.477
C 3.394 -1.850 -0.147
H 3.959 -2.129 -1.039
H 3.572 -2.584 0.639
C 3.828 -0.446 0.317
C 3.728 0.551 -0.805
C 4.675 0.550 -1.822
C 4.575 1.434 -2.880
C 3.523 2.333 -2.935
C 2.578 2.343 -1.924
C 2.678 1.458 -0.864
H 1.927 1.469 -0.087
H 1.759 3.046 -1.957
H 3.444 3.024 -3.762
H 5.319 1.423 -3.664
H 5.501 -0.148 -1.782
H 4.861 -0.509 0.666
H 3.197 -0.136 1.152
H -0.425 -0.538 -3.245
H -1.747 -1.306 -2.336
C -3.253 -0.736 -0.138
H -3.554 -0.190 -1.030
H -2.983 -1.759 -0.407
H -4.097 -0.757 0.552
H -1.106 0.189 2.264
*
```

Output
Kohn-Sham gap = 9.74 eV
HOMO energy = -0.33059 Ha
maximum force = 1.37 eV Å⁻¹
total energy = -1504.92125 Ha
SMILES = C[C@H](c1nccs1)N(C)C(=O)CCc1nnc(CCc2ccccc2)o1
molar mass = 370.5 g/mol
ΔE to the lowest compared entry with this formula, charge and spin = 32.9 kcal/mol

***

Record 4
Below is an isolated molecule of C19H22N4OS in a non-equilibrium geometry, with properties calculated with the ωB97M-V functional and the def2-TZVPD basis.

Structure (ORCA input):
```
! RIJCOSX wB97M-V def2-TZVPD def2/J DEFGRID3
* xyz 0 1
C 0.310 -3.434 1.970
C -0.208 -3.779 0.808
C 0.164 -3.200 -0.526
N 1.052 -2.060 -0.432
C 0.571 -0.834 -0.069
N 1.284 0.232 0.104
C 2.616 0.093 -0.094
C 3.195 -1.115 -0.480
N 4.550 -0.954 -0.611
C 4.864 0.341 -0.315
C 6.099 0.980 -0.307
C 6.129 2.314 0.034
C 4.963 3.013 0.363
C 3.734 2.392 0.358
C 3.675 1.043 0.017
H 2.830 2.924 0.610
H 5.036 4.058 0.624
H 7.074 2.836 0.049
H 7.002 0.444 -0.561
H 5.186 -1.686 -0.880
C 2.417 -2.298 -0.676
O 2.821 -3.397 -1.015
S -1.163 -0.699 0.154
C -1.255 1.060 0.618
H -0.978 1.647 -0.256
H -0.526 1.233 1.407
C -2.675 1.344 1.080
N -3.631 0.787 0.156
C -4.995 0.760 0.666
C -5.904 0.706 -0.572
H -6.496 -0.206 -0.598
H -6.590 1.554 -0.576
C -4.937 0.784 -1.759
H -5.336 1.362 -2.590
H -4.692 -0.217 -2.110
C -3.692 1.417 -1.149
H -3.806 2.513 -1.073
H -2.792 1.196 -1.723
H -5.217 1.659 1.265
H -5.114 -0.114 1.311
H -2.798 2.437 1.213
H -2.838 0.861 2.048
H -0.740 -2.910 -1.071
H 0.701 -3.961 -1.106
H -0.959 -4.554 0.746
H 0.004 -3.906 2.887
H 1.064 -2.669 2.062
*
```

Output
Kohn-Sham gap = 8.23 eV
HOMO energy = -0.27994 Ha
maximum force = 1.25 eV Å⁻¹
total energy = -1429.68651 Ha
SMILES = C=CCn1c(SCCN2CCCC2)nc2c([nH]c3ccccc32)c1=O
molar mass = 354.5 g/mol
ΔE to the lowest compared entry with this formula, charge and spin = 25.6 kcal/mol

***

Record 5
Below is an isolated molecule of C19H22N6O in a non-equilibrium geometry, with properties calculated with the ωB97M-V functional and the def2-TZVPD basis.

Structure (ORCA input):
```
! RIJCOSX wB97M-V def2-TZVPD def2/J DEFGRID3
* xyz 0 1
C 2.709 -1.744 -1.882
H 3.565 -1.803 -2.552
O 1.617 -1.391 -2.695
C 0.375 -1.305 -2.151
C -0.641 -0.950 -3.038
C -1.941 -0.871 -2.586
C -2.247 -1.124 -1.261
C -1.237 -1.442 -0.350
C 0.077 -1.540 -0.814
H 0.873 -1.789 -0.132
N -1.588 -1.702 0.976
C -2.449 -0.775 1.675
H -3.092 -0.259 0.965
C -1.595 0.254 2.474
N -0.191 0.084 2.184
C 0.473 0.781 1.216
C -0.035 1.638 0.242
C 0.836 2.146 -0.741
N 2.133 1.979 -0.791
C 2.642 1.271 0.201
N 3.907 0.984 0.453
C 3.854 0.241 1.558
N 2.648 0.016 2.035
N 1.838 0.671 1.181
H 4.727 -0.158 2.033
C 0.083 2.869 -1.809
H 0.612 3.757 -2.148
C -1.264 3.164 -1.153
H -2.085 3.165 -1.868
H -1.229 4.143 -0.673
C -1.442 2.073 -0.084
H -1.985 2.477 0.769
H -2.004 1.229 -0.492
H -0.027 2.194 -2.662
C 0.235 -1.241 2.600
H 0.108 -1.305 3.685
C -0.648 -2.305 1.889
H -0.040 -3.032 1.351
H -1.236 -2.852 2.634
H 1.291 -1.378 2.383
H -1.713 0.080 3.549
H -1.902 1.273 2.271
H -3.085 -1.344 2.362
H -3.277 -1.097 -0.940
H -2.733 -0.619 -3.275
H -0.386 -0.760 -4.067
H 2.559 -2.717 -1.402
H 2.912 -0.983 -1.124
*
```

Output
Kohn-Sham gap = 8.44 eV
HOMO energy = -0.28605 Ha
maximum force = 1.15 eV Å⁻¹
total energy = -1140.98270 Ha
SMILES = COc1cccc(N2CCN(c3c4c(nc5ncnn35)CCC4)CC2)c1
molar mass = 350.4 g/mol
ΔE to the lowest compared entry with this formula, charge and spin = 14.4 kcal/mol

***

Copy entry 5 word for word.
Below is an isolated molecule of C19H22N6O in a non-equilibrium geometry, with properties calculated with the ωB97M-V functional and the def2-TZVPD basis.

Structure (ORCA input):
```
! RIJCOSX wB97M-V def2-TZVPD def2/J DEFGRID3
* xyz 0 1
C 2.709 -1.744 -1.882
H 3.565 -1.803 -2.552
O 1.617 -1.391 -2.695
C 0.375 -1.305 -2.151
C -0.641 -0.950 -3.038
C -1.941 -0.871 -2.586
C -2.247 -1.124 -1.261
C -1.237 -1.442 -0.350
C 0.077 -1.540 -0.814
H 0.873 -1.789 -0.132
N -1.588 -1.702 0.976
C -2.449 -0.775 1.675
H -3.092 -0.259 0.965
C -1.595 0.254 2.474
N -0.191 0.084 2.184
C 0.473 0.781 1.216
C -0.035 1.638 0.242
C 0.836 2.146 -0.741
N 2.133 1.979 -0.791
C 2.642 1.271 0.201
N 3.907 0.984 0.453
C 3.854 0.241 1.558
N 2.648 0.016 2.035
N 1.838 0.671 1.181
H 4.727 -0.158 2.033
C 0.083 2.869 -1.809
H 0.612 3.757 -2.148
C -1.264 3.164 -1.153
H -2.085 3.165 -1.868
H -1.229 4.143 -0.673
C -1.442 2.073 -0.084
H -1.985 2.477 0.769
H -2.004 1.229 -0.492
H -0.027 2.194 -2.662
C 0.235 -1.241 2.600
H 0.108 -1.305 3.685
C -0.648 -2.305 1.889
H -0.040 -3.032 1.351
H -1.236 -2.852 2.634
H 1.291 -1.378 2.383
H -1.713 0.080 3.549
H -1.902 1.273 2.271
H -3.085 -1.344 2.362
H -3.277 -1.097 -0.940
H -2.733 -0.619 -3.275
H -0.386 -0.760 -4.067
H 2.559 -2.717 -1.402
H 2.912 -0.983 -1.124
*
```

Output
Kohn-Sham gap = 8.44 eV
HOMO energy = -0.28605 Ha
maximum force = 1.15 eV Å⁻¹
total energy = -1140.98270 Ha
SMILES = COc1cccc(N2CCN(c3c4c(nc5ncnn35)CCC4)CC2)c1
molar mass = 350.4 g/mol
ΔE to the lowest compared entry with this formula, charge and spin = 14.4 kcal/mol